136
Properties=species:S:1:pos:R:3:forces:R:3:mulliken_charge:R:1 method="wB97M-V/def2-TZVPD" homo_ev=-9.89 spin_multiplicity=1 charge=+1 orbital_gap_ev=6.559
Rh -0.159504 -0.006928 -0.209979 -1.6 1.4 -0.3 -0.471
S -1.920968 1.090240 1.086062 0.6 -0.6 -0.7 -0.446
C -2.116800 -0.497550 1.766673 -0.2 0.1 0.1 0.290
C -3.086151 -0.847162 2.701262 -0.1 0.0 0.1 -0.636
C -3.117551 -2.151740 3.151771 -0.1 0.1 0.1 -0.577
C -2.200445 -3.073481 2.654411 0.0 0.0 0.0 -1.229
C -1.273725 -2.643059 1.729414 0.0 0.0 -0.1 -0.937
N -1.224229 -1.373909 1.312079 0.7 -0.3 -0.5 0.491
H -3.785634 -0.095714 3.046022 0.0 -0.1 0.0 0.526
H -3.855575 -2.461687 3.882711 0.0 0.0 0.0 0.411
H -2.202863 -4.106296 2.974164 0.0 0.0 0.0 0.519
H -0.532604 -3.319461 1.318201 -0.3 0.1 -0.1 1.110
C 0.089431 1.647256 -3.393486 0.0 -0.2 0.2 -0.593
C 1.559686 1.346610 -3.209651 -0.1 0.1 0.2 -2.410
As 1.839235 -0.173613 -2.010865 -0.6 -0.9 -0.3 1.722
C 3.745876 -0.440351 -2.361478 0.1 0.1 0.3 0.878
C 4.564497 0.630850 -2.703489 0.0 0.0 -0.1 -0.479
C 5.878773 0.406128 -3.095074 0.0 0.0 0.0 -0.783
C 6.388339 -0.885256 -3.113834 0.0 0.0 0.0 -0.661
C 5.584212 -1.952125 -2.730769 0.0 0.1 0.0 -0.837
C 4.265501 -1.731790 -2.359488 0.1 0.1 0.0 -0.729
C 1.268810 -1.678161 -3.108333 -0.1 0.0 -0.2 0.335
C 0.953995 -2.870197 -2.463680 0.0 0.0 0.0 0.347
C 0.553453 -3.980540 -3.191050 0.0 0.0 -0.1 -0.848
C 0.430537 -3.895318 -4.573272 0.0 0.0 0.0 -0.704
C 0.742324 -2.708548 -5.222874 0.0 0.0 0.0 -0.889
C 1.184603 -1.610258 -4.494192 0.0 0.0 0.0 -0.705
As -0.710561 2.061562 -1.655005 1.2 -1.0 0.0 1.373
C 0.365862 3.551431 -1.058656 0.0 0.0 0.3 0.170
C 1.267543 3.313782 -0.020649 -0.1 0.0 -0.1 0.336
C 2.051038 4.350151 0.468518 0.0 0.2 -0.1 -0.265
C 1.922228 5.625673 -0.068584 0.0 0.0 0.0 -0.954
C 1.029147 5.860878 -1.110311 0.1 0.0 0.0 -0.923
C 0.250296 4.826175 -1.608221 0.0 -0.1 0.0 -0.628
C -2.369908 2.871382 -2.196350 -0.2 -0.3 0.5 0.320
C -2.962417 2.516969 -3.401959 0.1 0.0 0.0 -0.122
C -4.141792 3.131384 -3.796643 0.0 0.1 0.0 -0.694
C -4.732763 4.089038 -2.981463 0.0 0.0 0.0 -0.558
C -4.151475 4.423809 -1.763864 -0.1 0.0 -0.1 -0.769
C -2.977183 3.807319 -1.363951 0.1 0.0 0.0 -0.461
H -0.435607 0.781341 -3.795082 -0.1 0.0 0.0 0.074
H -0.061974 2.495693 -4.052248 -0.1 0.2 -0.1 0.795
H 2.057648 2.206307 -2.766900 0.1 0.1 0.1 0.570
H 2.059199 1.128976 -4.146492 0.1 -0.1 -0.2 0.886
H 4.185372 1.644910 -2.681832 0.0 0.0 0.0 0.202
H 6.503431 1.241876 -3.387321 0.0 0.0 0.0 0.443
H 7.409330 -1.061122 -3.433828 -0.1 0.0 0.1 0.411
H 5.981861 -2.959866 -2.736617 0.0 0.0 0.0 0.462
H 3.633419 -2.566771 -2.093547 0.0 -0.1 0.0 0.391
H 1.015743 -2.925251 -1.382335 -0.1 0.0 0.0 0.236
H 0.324219 -4.909639 -2.680177 0.0 0.1 0.0 0.474
H 0.097870 -4.753916 -5.146890 0.0 0.1 0.1 0.436
H 0.645665 -2.635695 -6.299251 0.0 0.0 0.0 0.449
H 1.464552 -0.706363 -5.024008 -0.1 0.0 0.0 0.357
H 1.343720 2.317655 0.405190 0.0 0.0 0.1 -0.684
H 2.752573 4.174484 1.278801 -0.1 0.0 -0.1 0.399
H 2.511435 6.442065 0.333952 0.0 -0.1 -0.1 0.463
H 0.932979 6.858702 -1.524691 0.0 -0.1 0.0 0.415
H -0.444921 5.010177 -2.418593 0.0 0.0 0.0 0.529
H -2.503372 1.776136 -4.040555 0.0 0.0 0.0 0.047
H -4.598830 2.860752 -4.740294 0.0 0.0 0.0 0.456
H -5.650237 4.573666 -3.294963 0.1 0.0 0.0 0.398
H -4.618411 5.163435 -1.125041 0.0 0.0 0.0 0.424
H -2.526575 4.061407 -0.413296 0.0 0.0 0.0 0.452
O 1.427044 0.210869 1.558577 -0.1 0.4 -0.2 4.115
P 2.472527 0.329549 2.648867 0.0 0.2 0.2 -0.762
C 3.860473 1.386826 2.057136 -0.1 -0.2 0.0 1.869
C 4.357213 1.096156 0.628580 0.2 0.0 0.1 0.161
C 5.666537 0.307635 0.527759 0.0 0.1 0.1 -0.146
C 6.739303 0.879182 1.451178 -0.1 -0.1 0.0 -1.226
C 6.252242 0.871980 2.894558 0.0 0.1 -0.1 -0.689
C 4.996849 1.730179 3.044971 0.0 -0.1 0.0 -1.047
C 2.012625 1.220011 4.200024 -0.2 0.0 0.0 0.143
C 0.959536 0.510745 5.071501 -0.1 0.0 -0.1 -1.871
C -0.442535 0.657077 4.483343 0.1 0.1 0.0 1.024
C -0.816315 2.136760 4.347472 0.1 -0.1 -0.2 -1.640
C 0.209233 2.853190 3.461432 -0.1 0.0 0.3 0.996
C 1.612884 2.700237 4.041489 0.0 -0.1 -0.1 -1.857
C 2.960856 -1.316525 3.281009 0.0 0.0 -0.2 0.620
C 1.688596 -2.194075 3.515384 0.1 -0.2 -0.1 -0.559
C 1.704052 -3.467436 2.665204 0.1 0.1 -0.1 -2.097
C 1.955595 -3.100620 1.202267 0.3 0.1 0.1 0.472
C 3.343218 -2.429634 1.023825 -0.1 -0.1 0.2 0.194
C 3.963495 -2.034639 2.368177 -0.2 0.0 0.0 -2.183
H 3.249606 2.287378 1.960477 0.0 0.1 0.0 -2.030
H 4.517604 2.063336 0.136533 0.0 0.0 0.0 1.083
H 3.569414 0.594173 0.073668 -0.1 0.0 -0.1 -1.449
H 6.009018 0.347833 -0.502036 0.0 0.0 -0.1 0.077
H 5.506307 -0.749509 0.755756 0.1 0.2 -0.2 0.121
H 6.961300 1.911813 1.153027 0.0 -0.1 0.0 0.404
H 7.662927 0.304742 1.355658 0.0 0.0 0.0 0.445
H 7.022864 1.262911 3.561325 0.0 0.0 0.0 0.482
H 6.051709 -0.155420 3.212354 0.0 0.0 0.0 0.183
H 5.280889 2.773388 2.868866 0.0 0.0 0.0 0.560
H 4.652639 1.677977 4.076586 0.0 0.1 0.0 0.333
H 2.956059 1.187024 4.752228 0.0 0.0 0.0 0.830
H 0.987195 0.982743 6.060412 0.0 0.0 0.0 0.599
H 1.206108 -0.542327 5.220334 0.0 0.2 0.1 0.281
H -1.169642 0.122849 5.100502 0.0 0.0 0.0 0.496
H -0.451796 0.202543 3.487713 0.0 0.0 0.1 -1.029
H -0.828619 2.604007 5.339308 -0.1 0.0 0.0 0.533
H -1.817852 2.237206 3.919728 0.0 0.0 0.0 0.540
H -0.039846 3.914304 3.359100 0.0 -0.1 0.0 0.470
H 0.181536 2.410952 2.465576 -0.1 0.0 -0.1 -0.950
H 1.637914 3.143238 5.043398 0.0 0.0 0.0 0.581
H 2.334064 3.260358 3.440242 0.0 0.0 0.1 0.186
H 3.452999 -1.106516 4.235457 0.0 0.0 0.0 1.349
H 0.789658 -1.633143 3.246444 0.0 0.0 0.1 -0.411
H 1.603841 -2.457922 4.569886 0.0 0.0 0.0 0.328
H 0.748068 -3.984342 2.778062 0.1 0.0 0.1 0.682
H 2.473070 -4.159734 3.017324 0.0 0.0 0.0 0.604
H 1.179050 -2.392798 0.893973 0.1 0.0 0.0 -1.447
H 1.874947 -3.985459 0.567801 0.0 0.0 0.0 0.761
H 3.237706 -1.535908 0.402990 0.0 0.0 0.0 -0.572
H 4.031567 -3.098063 0.503922 0.0 0.0 0.0 0.949
H 4.835289 -1.409786 2.203601 -0.1 -0.1 0.2 0.375
H 4.319519 -2.924112 2.890370 0.0 0.0 0.0 0.731
C -7.421404 -3.093386 -5.364215 -0.1 0.2 0.0 -0.887
C -6.629383 -3.107430 -6.644241 0.2 0.0 -0.1 0.652
O -6.857878 -2.463731 -7.623151 -0.1 -0.2 0.3 -0.496
S -5.185485 -4.292070 -6.625240 -0.1 0.2 -0.1 -0.093
C -4.241332 -3.437523 -5.381254 0.0 0.0 0.0 -0.344
C -3.872412 -4.082515 -4.205952 0.0 0.1 0.1 -0.855
C -3.168988 -3.396151 -3.226459 0.0 -0.1 0.0 -0.342
C -2.810051 -2.059960 -3.406815 0.1 0.1 0.1 0.495
C -3.155413 -1.433991 -4.604284 -0.1 0.0 -0.1 0.289
C -3.860690 -2.114067 -5.586075 0.1 0.1 0.1 -0.822
C -2.069690 -1.356338 -2.390696 -0.6 -0.6 -0.8 -0.009
C -1.345442 -0.877519 -1.562130 1.1 1.5 1.5 0.437
H -8.295808 -2.450303 -5.463613 0.1 0.0 0.0 0.321
H -6.788084 -2.733431 -4.550421 0.0 0.0 0.0 0.219
H -7.726352 -4.109558 -5.120138 0.0 0.0 0.0 0.318
H -4.148529 -5.119352 -4.060210 0.0 0.0 0.0 0.474
H -2.896275 -3.889914 -2.300778 0.0 0.0 -0.1 0.510
H -2.863522 -0.404138 -4.767710 0.0 0.0 0.0 0.405
H -4.113521 -1.627709 -6.520521 0.0 0.0 0.0 0.512